1.
C41H48N4O6P2ReSTe | the ωB97M-V functional and the def2-TZVPD basis

Values from the calculation:
Kohn-Sham gap (alpha / beta) = 6.5 / 3.2 eV
HOMO level (alpha / beta) = -11.14 / -10.32 eV
spin multiplicity = 4
energy above the lowest of the compared OMol25 structures with the same formula, charge and spin = 799.8 kJ/mol
net charge = +2
<S²> = 3.78

Last column: Löwdin charge in e.
Atoms and positions in Å:
Re (0.07, 0.20, 0.25)  1.4031
N (1.42, -1.52, 0.65)  -0.0221
C (1.21, -1.94, 2.06)  -0.2361
C (2.43, -2.61, 2.68)  -0.1184
C (2.76, -4.02, 2.18)  -0.1557
C (3.49, -4.07, 0.85)  -0.1666
N (3.77, -5.47, 0.49)  0.0985
C (4.27, -5.83, -0.69)  -0.4182
N (4.68, -4.91, -1.55)  0.2451
N (4.36, -7.13, -1.01)  0.2156
C (0.80, -0.64, 2.80)  -0.5301
O (1.29, -0.59, 4.15)  0.0265
O (1.18, 0.43, 1.99)  -0.3082
H (1.18, -2.29, 0.01)  0.0340
H (2.37, -1.21, 0.52)  0.1220
H (0.37, -2.63, 2.06)  0.1498
H (2.25, -2.67, 3.76)  0.1255
H (3.31, -1.96, 2.58)  0.1404
H (1.84, -4.61, 2.11)  0.1312
H (3.40, -4.50, 2.93)  0.1265
H (4.44, -3.54, 0.94)  0.1379
H (2.90, -3.62, 0.05)  0.1079
H (3.47, -6.19, 1.13)  0.1602
H (4.66, -3.94, -1.31)  0.1086
H (4.99, -5.14, -2.48)  0.1066
H (4.05, -7.85, -0.38)  0.1326
H (4.84, -7.42, -1.85)  0.1335
O (-2.61, -0.38, -3.15)  -0.0459
S (-1.12, -2.26, -0.98)  0.6411
O (-0.03, -3.31, -1.11)  -0.6195
O (-1.31, -1.91, 0.46)  -0.5201
O (-0.25, -0.92, -1.49)  -0.7920
C (-2.02, 3.76, 0.29)  -0.2694
C (-2.06, 3.00, 1.60)  -0.3002
P (-0.62, 1.90, 1.81)  0.9551
C (-1.00, 0.98, 3.32)  -0.2621
C (-1.35, 1.58, 4.45)  -0.0501
C (-1.21, 0.92, 5.76)  -0.0296
C (-0.50, -0.20, 5.87)  0.0160
C (-0.05, -0.92, 4.64)  -0.2070
C (-0.64, -0.49, 3.31)  -0.1439
C (0.71, 3.12, 2.07)  -0.3303
C (1.50, 3.47, 0.98)  -0.1136
C (2.50, 4.42, 1.11)  -0.0571
C (2.73, 5.01, 2.34)  -0.0543
C (1.96, 4.66, 3.44)  -0.0482
C (0.95, 3.71, 3.30)  -0.0543
C (-2.46, 2.87, -0.87)  -0.2903
P (-1.42, 1.42, -1.30)  0.9991
C (-0.40, 1.99, -2.69)  -0.3372
C (0.18, 3.25, -2.59)  -0.0997
C (1.01, 3.74, -3.59)  -0.0581
C (1.27, 2.96, -4.71)  -0.0531
C (0.69, 1.70, -4.82)  -0.0495
C (-0.13, 1.21, -3.82)  -0.0966
C (-2.81, 0.41, -1.97)  -0.5053
C (-3.47, 0.76, -3.28)  -0.1941
C (-4.90, 0.51, -3.42)  -0.0036
C (-5.57, -0.18, -2.49)  -0.0429
C (-4.94, -0.55, -1.23)  -0.0360
C (-3.68, -0.20, -0.94)  -0.0869
H (-1.01, 4.17, 0.13)  0.0853
H (-2.68, 4.63, 0.33)  0.1262
H (-2.97, 2.40, 1.69)  0.1032
H (-2.04, 3.69, 2.44)  0.0996
H (-1.63, 2.63, 4.46)  0.1083
H (-1.59, 1.42, 6.64)  0.1162
H (-0.29, -0.64, 6.84)  0.1217
H (-0.13, -2.00, 4.80)  0.1611
H (-1.42, -1.11, 2.85)  0.1478
H (1.34, 2.98, 0.02)  0.0697
H (3.11, 4.68, 0.26)  0.1131
H (3.52, 5.75, 2.45)  0.1159
H (2.14, 5.11, 4.40)  0.1169
H (0.37, 3.44, 4.17)  0.0976
H (-2.57, 3.45, -1.79)  0.1090
H (-3.45, 2.46, -0.64)  0.0977
H (-0.02, 3.88, -1.72)  0.0869
H (1.44, 4.72, -3.49)  0.1144
H (1.90, 3.34, -5.49)  0.1157
H (0.87, 1.10, -5.71)  0.1178
H (-0.60, 0.24, -3.92)  0.0467
H (-3.03, 1.55, -3.89)  0.1480
H (-5.41, 0.92, -4.28)  0.1193
H (-6.62, -0.40, -2.62)  0.1147
H (-5.54, -1.04, -0.47)  0.1173
H (-3.26, -0.36, 0.05)  0.0895
C (1.23, -4.32, -4.38)  -0.4061
Te (0.19, -2.60, -3.73)  1.5214
C (2.09, -1.89, -3.14)  -0.4026
C (3.11, -2.78, -3.81)  -0.2830
C (4.46, -2.44, -3.82)  -0.0544
C (5.40, -3.29, -4.39)  -0.0936
C (4.98, -4.48, -4.98)  -0.0956
C (3.63, -4.82, -4.98)  -0.0391
C (2.70, -3.97, -4.40)  -0.2841
H (0.85, -4.62, -5.36)  0.0618
H (1.00, -5.12, -3.68)  0.0620
H (2.09, -1.98, -2.06)  0.0235
H (2.16, -0.84, -3.40)  0.0589
H (4.79, -1.50, -3.38)  0.1177
H (6.44, -3.01, -4.41)  0.1104
H (5.70, -5.13, -5.45)  0.1103
H (3.31, -5.73, -5.47)  0.1220

***

2.
C41H49BrN4W | the ωB97M-V functional and the def2-TZVPD basis

Values from the calculation:
Kohn-Sham gap (alpha / beta) = 4.2 / 4.9 eV
HOMO level (alpha / beta) = -12.61 / -12.66 eV
net charge = +2

Last column: Löwdin charge in e.
Atoms and positions in Å:
W (6.48, 13.42, 14.28)  1.6311
C (6.19, 19.29, 15.29)  -0.0719
C (7.59, 18.80, 15.57)  -0.1730
C (7.60, 17.30, 15.73)  -0.1252
C (7.73, 16.64, 16.86)  -0.0989
C (7.87, 17.29, 18.24)  -0.1501
C (9.29, 17.11, 18.84)  -0.0648
C (7.65, 15.22, 16.55)  -0.2262
N (7.28, 14.98, 15.26)  -0.0380
C (7.48, 16.33, 14.66)  -0.1103
C (7.57, 16.59, 13.35)  0.0466
C (7.68, 15.58, 12.42)  -0.2447
C (8.00, 15.94, 10.97)  -0.1000
C (8.33, 17.33, 10.50)  -0.1573
C (7.07, 18.24, 10.16)  -0.0585
C (7.86, 14.84, 10.26)  -0.1093
C (7.62, 13.77, 11.25)  -0.2097
C (7.45, 12.46, 10.96)  0.0910
C (7.23, 11.45, 11.95)  -0.1959
N (7.21, 11.67, 13.32)  -0.0402
C (7.15, 10.41, 13.89)  -0.1904
C (7.31, 10.11, 15.22)  0.0515
C (7.45, 11.06, 16.16)  -0.1943
N (7.34, 12.43, 15.97)  -0.0040
C (7.74, 12.93, 17.19)  -0.1998
C (7.89, 14.29, 17.49)  0.0806
C (8.03, 11.95, 18.13)  -0.1800
C (7.87, 10.75, 17.58)  -0.0944
C (8.15, 9.41, 18.11)  -0.1472
C (6.91, 8.87, 18.88)  -0.0459
C (8.60, 12.20, 19.47)  -0.1692
C (10.12, 12.30, 19.36)  -0.0640
C (7.21, 9.40, 12.81)  -0.0594
C (7.19, 10.11, 11.59)  -0.0862
C (7.04, 9.48, 10.19)  -0.1670
C (8.19, 9.62, 9.24)  -0.0678
C (7.17, 7.92, 13.03)  -0.2000
C (5.80, 7.28, 13.16)  -0.0577
N (7.47, 14.30, 12.53)  -0.0876
C (8.12, 14.59, 8.79)  -0.1251
C (9.37, 13.64, 8.51)  -0.0461
H (6.19, 20.35, 15.10)  0.0824
H (5.51, 19.05, 16.11)  0.0917
H (5.79, 18.85, 14.39)  0.0689
H (8.04, 19.35, 16.40)  0.1178
H (8.24, 19.08, 14.72)  0.1250
H (7.05, 16.92, 18.87)  0.1211
H (7.69, 18.38, 18.18)  0.1140
H (9.67, 16.07, 18.87)  0.0728
H (9.34, 17.64, 19.78)  0.0802
H (9.99, 17.61, 18.15)  0.0839
H (7.61, 17.62, 13.06)  0.1231
H (8.85, 17.24, 9.55)  0.1026
H (8.99, 17.83, 11.24)  0.1190
H (6.37, 17.59, 9.61)  0.0729
H (7.31, 19.04, 9.47)  0.0717
H (6.56, 18.64, 11.11)  0.0843
H (7.49, 12.18, 9.90)  0.1156
H (7.42, 9.10, 15.57)  0.1246
H (8.10, 14.69, 18.49)  0.1271
H (9.03, 9.42, 18.77)  0.1233
H (8.46, 8.78, 17.25)  0.1204
H (6.66, 9.47, 19.69)  0.0483
H (7.15, 7.91, 19.31)  0.0823
H (6.02, 8.74, 18.25)  0.0816
H (8.25, 11.39, 20.11)  0.1195
H (8.14, 13.09, 19.89)  0.1146
H (10.55, 11.34, 19.01)  0.0873
H (10.62, 12.58, 20.32)  0.1010
H (10.53, 13.01, 18.65)  0.0701
H (6.16, 9.97, 9.79)  0.1268
H (6.75, 8.44, 10.32)  0.1101
H (8.31, 10.66, 8.98)  0.0423
H (7.96, 9.04, 8.40)  0.0731
H (9.15, 9.31, 9.66)  0.0974
H (7.88, 7.70, 13.81)  0.1136
H (7.65, 7.50, 12.14)  0.1181
H (5.23, 7.61, 14.02)  0.0728
H (6.05, 6.23, 13.27)  0.0875
H (5.26, 7.41, 12.24)  0.0753
H (8.16, 15.51, 8.15)  0.1351
H (7.29, 14.07, 8.39)  0.0941
H (10.29, 14.08, 8.83)  0.0699
H (9.43, 13.56, 7.41)  0.0859
H (9.33, 12.62, 8.80)  0.0314
C (4.77, 13.70, 15.75)  -0.3270
C (4.79, 13.22, 17.18)  -0.0043
C (4.55, 11.85, 17.29)  -0.0118
C (4.38, 11.38, 15.91)  0.0237
C (4.48, 12.46, 15.09)  -0.4014
H (4.23, 14.64, 15.45)  0.1069
H (4.94, 13.87, 18.08)  0.1343
H (4.52, 11.24, 18.16)  0.1049
H (4.21, 10.32, 15.79)  0.1286
H (3.87, 12.47, 14.15)  0.0652
Br (4.63, 14.36, 12.81)  0.4598

***

3.
C41H49ClN9O8P2SSr | the ωB97M-V functional and the def2-TZVPD basis

Values from the calculation:
Kohn-Sham gap = 4.6 eV
HOMO level = -2.88 eV
energy above the lowest of the compared OMol25 structures with the same formula, charge and spin = 49.9 kJ/mol
net charge = -1

Last column: Löwdin charge in e.
Atoms and positions in Å:
Sr (-0.35, 0.12, -0.86)  1.4194
C (0.55, 6.11, -0.37)  -0.0442
N (0.52, 4.82, -1.03)  -0.1316
C (0.41, 4.63, -2.38)  -0.0563
C (0.44, 3.28, -2.58)  -0.1120
N (0.57, 2.64, -1.38)  0.0050
C (0.62, 3.59, -0.46)  -0.4639
P (0.85, 3.37, 1.34)  1.1720
C (-0.75, 2.61, 1.74)  -0.4724
N (-1.36, 1.71, 1.01)  -0.0049
C (-2.52, 1.40, 1.65)  -0.1342
C (-2.60, 2.12, 2.81)  -0.0480
N (-1.48, 2.90, 2.86)  -0.1220
C (-1.09, 3.75, 3.97)  -0.0342
C (1.96, 1.93, 1.34)  -0.4717
N (1.88, 0.84, 0.59)  -0.0190
C (2.94, 0.06, 0.91)  -0.1333
C (3.66, 0.65, 1.91)  -0.0566
N (3.04, 1.84, 2.18)  -0.1186
C (3.42, 2.76, 3.23)  -0.0372
H (-0.01, 6.82, -0.97)  0.0893
H (1.57, 6.47, -0.24)  0.0903
H (0.07, 6.04, 0.60)  0.0672
H (0.29, 5.45, -3.06)  0.1202
H (0.35, 2.73, -3.50)  0.0944
H (-3.21, 0.68, 1.23)  0.1123
H (-3.34, 2.15, 3.59)  0.1189
H (-1.99, 4.19, 4.40)  0.0891
H (-0.45, 4.55, 3.61)  0.0627
H (-0.57, 3.18, 4.73)  0.0913
H (3.11, -0.90, 0.47)  0.1127
H (4.50, 0.31, 2.48)  0.1322
H (4.28, 2.35, 3.74)  0.0950
H (2.61, 2.87, 3.95)  0.0751
H (3.66, 3.74, 2.82)  0.0793
O (-0.48, -1.92, 3.91)  0.1233
C (-0.55, -1.55, 2.64)  -0.4664
O (-0.13, -0.50, 2.22)  0.0493
C (-1.24, -2.51, 1.73)  -0.1780
C (-2.03, -3.55, 2.20)  0.0082
C (-2.67, -4.36, 1.27)  -0.0409
C (-2.44, -4.14, -0.08)  0.0159
C (-1.58, -3.11, -0.44)  -0.1609
N (-1.03, -2.29, 0.44)  0.1365
C (-1.22, -2.89, -1.92)  -0.6331
O (-1.74, -3.64, -2.74)  0.0254
O (-0.39, -1.95, -2.12)  -0.2348
H (0.24, -1.42, 4.35)  0.1016
H (-2.14, -3.70, 3.27)  0.1156
H (-3.32, -5.16, 1.59)  0.1050
H (-2.88, -4.73, -0.86)  0.1169
N (3.48, 1.81, -1.94)  0.0971
C (3.43, 0.74, -2.80)  -0.6948
N (2.45, -0.10, -2.86)  0.1122
C (2.68, -1.03, -3.88)  -0.3070
C (1.84, -2.09, -4.22)  -0.0107
C (2.21, -2.93, -5.25)  -0.0745
C (3.40, -2.74, -5.96)  -0.1055
C (4.25, -1.69, -5.63)  -0.1113
C (3.88, -0.85, -4.60)  -0.4850
S (4.73, 0.54, -3.96)  1.0514
H (2.76, 1.77, -1.23)  0.0381
H (4.40, 2.04, -1.59)  0.0879
H (0.93, -2.23, -3.66)  0.0860
H (1.56, -3.75, -5.51)  0.1041
H (3.67, -3.41, -6.76)  0.0946
H (5.18, -1.54, -6.17)  0.0992
Cl (4.58, -3.76, 5.19)  0.6004
C (3.67, -2.26, 5.27)  -0.6206
C (3.76, -1.53, 6.42)  -0.1731
C (3.08, -0.31, 6.57)  -0.1664
C (2.32, 0.12, 5.50)  -0.1626
C (2.21, -0.61, 4.33)  -0.1412
C (2.88, -1.89, 4.12)  -0.3836
C (2.78, -2.64, 2.97)  -0.0581
H (4.38, -1.91, 7.23)  0.0851
H (3.15, 0.26, 7.49)  0.0669
H (1.78, 1.06, 5.56)  0.0811
H (1.66, -0.19, 3.50)  0.0678
H (2.16, -2.35, 2.13)  0.0192
H (3.26, -3.60, 2.91)  -0.0088
C (-4.31, 4.39, -2.87)  -0.0299
C (-3.75, 3.75, -1.61)  -0.6322
C (-4.86, 3.12, -0.78)  -0.0300
C (-3.01, 4.79, -0.76)  -0.0264
O (-2.73, 2.81, -1.97)  -0.1793
P (-3.04, 1.30, -2.51)  0.2519
O (-4.35, 1.22, -3.19)  -0.2747
O (-2.72, 0.37, -1.37)  -0.4313
O (-1.77, 1.20, -3.51)  -0.2094
C (-1.83, 0.63, -4.84)  -0.6119
C (-0.38, 0.60, -5.30)  -0.0244
C (-2.40, -0.79, -4.79)  -0.0156
C (-2.65, 1.53, -5.75)  -0.0349
H (-5.02, 5.18, -2.62)  0.0815
H (-4.80, 3.63, -3.47)  0.0759
H (-3.49, 4.83, -3.45)  0.0836
H (-5.58, 3.89, -0.48)  0.0850
H (-4.45, 2.66, 0.12)  0.0683
H (-5.38, 2.36, -1.36)  0.0756
H (-3.69, 5.56, -0.41)  0.0858
H (-2.21, 5.25, -1.35)  0.0673
H (-2.56, 4.29, 0.11)  0.0735
H (0.23, 0.07, -4.57)  0.0637
H (0.01, 1.61, -5.43)  0.0774
H (-0.29, 0.08, -6.26)  0.0936
H (-1.80, -1.42, -4.13)  0.0669
H (-2.38, -1.22, -5.79)  0.0915
H (-3.43, -0.77, -4.44)  0.0833
H (-2.25, 2.55, -5.73)  0.0844
H (-3.69, 1.56, -5.41)  0.0690
H (-2.61, 1.16, -6.77)  0.0844